# 1
DFT (wB97M-V/def2-TZVPD) results for a 2-piece molecular cluster, C4H7NO3 overall at a distorted geometry.

LUMO level in eV: 0.335
Gap between HOMO and LUMO in eV: 10.05
Energy above the lowest of the compared OMol25 structures with the same formula, charge and spin in eV: 3.2828
Maximum force in eV/A: 5.86
Highest occupied orbital energy in eV: -9.71
Total charge: 0
Structure (SMILES): CC(=O)CO.N=C=O

Element x y z (Å)
1 C -0.042 -0.550 0.815
2 C 1.855 0.945 -0.348
3 C 0.670 0.099 -0.708
4 O -0.691 -1.769 0.599
5 O 0.719 -0.751 -1.548
6 H -0.423 -2.083 -0.281
7 H -0.498 0.186 1.481
8 H 0.903 -0.744 1.337
9 H 1.563 1.775 0.288
10 H 2.612 0.374 0.191
11 H 2.378 1.258 -1.251
12 N -2.867 -0.115 0.016
13 C -2.036 0.718 -0.272
14 O -1.479 1.560 -0.935
15 H -2.664 -0.902 0.615



# 2
DFT (wB97M-V/def2-TZVPD) results for C4H7NO3 as an isolated structure at a distorted geometry.

LUMO level in eV: 0.002
Gap between HOMO and LUMO in eV: 9.56
Energy above the lowest of the compared OMol25 structures with the same formula, charge and spin in eV: 9.7017
Maximum force in eV/A: 7.19
Highest occupied orbital energy in eV: -9.56
Total charge: 0

Element x y z (Å)
1 C 1.127 1.856 -0.028
2 C 0.563 -0.454 0.370
3 C -2.852 -0.753 -0.565
4 C 1.589 -1.463 -0.007
5 H 0.258 2.571 0.644
6 H 1.241 2.448 -1.064
7 H 2.007 1.446 0.800
8 H 0.878 0.152 1.303
9 H -2.559 -1.623 -1.114
10 H -3.884 -0.083 -0.661
11 H 1.337 -2.350 1.066
12 N -2.006 0.010 0.075
13 O 0.340 0.654 -0.542
14 O -0.710 -1.117 0.418
15 O 2.670 -1.294 -0.695